55
Properties=species:S:1:pos:R:3:forces:R:3 method="wB97M-V/def2-TZVPD" gap_ev="6.99 / 6.86" charge=+1 e_above_lowest_ev=0.000 e_tot_ha=-2663.0565 multiplicity=2
Re -0.351 0.425 -0.089 -0.2610 -0.7602 0.6306
O -3.896 -2.282 0.837 0.1234 0.1213 -0.1015
C -3.102 -1.276 0.529 -0.3849 -0.0815 0.1865
O -2.180 -1.323 -0.251 0.3641 -0.1614 -0.2366
C -3.420 -0.009 1.220 -0.0357 -0.0874 -0.0176
C -4.475 0.186 2.085 -0.1329 -0.0301 0.1023
C -4.596 1.433 2.681 -0.1229 0.0569 0.1229
C -3.654 2.410 2.406 -0.2360 0.0808 0.1672
C -2.634 2.104 1.530 -0.0075 0.1183 -0.0229
N -2.535 0.931 0.931 0.4942 0.0587 -0.2213
C -1.494 2.967 1.139 -0.3785 0.3841 0.2684
O -1.368 4.203 1.544 0.0598 0.0727 0.0111
O -0.690 2.506 0.368 0.7294 -0.2459 -0.5444
H -3.613 -3.076 0.359 -0.0030 -0.0948 -0.0312
H -5.172 -0.615 2.292 0.0543 0.0378 -0.0125
H -5.407 1.636 3.369 0.0463 -0.0206 -0.0343
H -3.723 3.376 2.891 0.0136 -0.0412 -0.0377
H -2.022 4.446 2.208 -0.1164 0.0817 0.0942
F -1.666 -1.881 3.721 -0.0157 -0.0040 0.0923
C -1.166 -0.701 4.124 -0.0199 -0.0904 -0.0578
F -0.189 -0.931 4.997 -0.0014 -0.0580 0.0799
F -2.154 -0.041 4.748 0.0092 -0.0501 0.0267
C -0.651 0.135 2.932 0.1482 -0.4025 -0.5494
O -0.550 1.336 3.096 0.0691 -0.1328 -0.2078
O -0.433 -0.568 1.861 -0.1696 0.9039 0.6676
C 6.054 1.994 -2.063 -0.1210 -0.0569 0.0172
C 4.659 1.444 -2.148 0.1388 0.1472 0.3757
C 4.142 0.934 -3.331 0.1023 -0.0233 -0.2053
C 2.859 0.440 -3.306 -0.2819 -0.0770 0.0503
N 2.102 0.446 -2.201 0.3027 0.0503 0.0557
C 2.681 0.989 -1.134 -0.0408 -0.0276 -0.0689
S 1.757 1.128 0.393 -0.4674 -0.1508 -0.6352
N 3.909 1.474 -1.037 0.1512 -0.0299 -0.2821
H 6.754 1.387 -2.641 -0.0753 0.0436 0.0386
H 6.374 2.039 -1.024 -0.0135 -0.0050 -0.0386
H 6.078 3.008 -2.472 -0.0198 -0.0405 0.0170
H 4.730 0.917 -4.240 -0.0373 -0.0014 0.0634
H 2.406 0.020 -4.201 0.0244 0.0398 0.1013
Cl -0.605 2.546 -2.634 -0.1294 -0.2375 -0.0583
C -0.960 0.865 -2.059 0.2084 0.5696 0.3973
H -0.481 0.200 -2.768 0.0363 0.0543 -0.1199
H -2.041 0.736 -2.119 -0.1126 0.0225 -0.1203
C 1.614 -3.404 -0.649 -0.0802 -0.0688 -0.1368
C 0.387 -3.544 -1.562 0.0704 -0.0967 0.1498
C 0.050 -2.110 -1.889 0.2999 -0.1267 0.0293
O 0.383 -1.392 -0.654 -0.0533 0.2706 0.2904
C 1.282 -2.198 0.203 -0.0458 -0.2322 -0.4170
H 2.509 -3.227 -1.245 0.0103 0.0103 0.0040
H 1.780 -4.280 -0.025 0.0137 -0.0202 -0.0586
H -0.436 -4.018 -1.023 0.0263 0.0103 -0.0401
H 0.590 -4.114 -2.468 0.0025 -0.0354 0.0562
H -0.991 -1.928 -2.118 -0.0989 0.0305 0.0756
H 0.678 -1.713 -2.680 0.1285 0.1209 0.0029
H 0.739 -2.447 1.102 -0.2354 0.0040 0.1345
H 2.135 -1.583 0.464 0.0707 0.2005 -0.0526

***

8
Properties=species:S:1:pos:R:3:forces:R:3 method="wB97M-V/def2-TZVPD" gap_ev=9.11 e_above_lowest_ev=2.404 e_tot_ha=-341.1485
O -2.527 -0.075 0.986 1.0984 0.0274 0.0196
C -1.399 -0.044 1.052 -1.6755 -0.0110 0.0674
C 0.390 0.545 -1.116 0.6045 0.6854 -1.2616
O 0.050 1.349 -1.895 -0.2446 -0.4310 0.6741
C 1.019 -0.356 -0.376 -0.4343 -0.4337 -0.7591
O 1.303 -0.142 0.920 -2.9321 0.3048 2.3481
H 0.293 -0.099 1.377 3.5204 -0.1712 -1.0954
H 1.091 -1.351 -0.809 0.0631 0.0293 0.0070

***

11
Properties=species:S:1:pos:R:3:forces:R:3 method="wB97M-V/def2-TZVPD" gap_ev="8.52 / 8.24" smiles="C=CC(=O)[SiH3]" e_above_lowest_ev=4.059 e_tot_ha=-482.4613
C -1.744 0.042 0.625 -1.5632 -0.6763 0.9836
C -0.990 0.907 -0.046 -1.5765 2.2414 -2.2260
C 0.316 0.640 -0.407 7.2024 4.5020 -4.3667
O 1.179 1.678 -1.211 -5.1627 -5.6706 4.4000
Si 1.475 -0.836 -0.127 -1.1021 -1.6040 -1.0555
H -2.890 0.117 0.536 2.0350 -0.1640 0.6971
H -1.228 -0.709 1.293 -1.0447 0.5927 -1.1077
H -1.381 1.789 -0.666 0.0893 -1.2823 1.1800
H 0.703 -1.845 0.784 0.7240 0.6089 -0.8057
H 2.096 -1.591 -1.402 -0.9836 1.0259 1.4060
H 2.464 -0.193 0.621 1.3820 0.4264 0.8948